(1)
Formula: C23H31AlN2O4
Source: the OMol25 dataset
Level of theory: ωB97M-V with the def2-TZVPD basis set

The max |F| is 5.35 eV/A. The spin multiplicity is 1. As for the charge: -2. The gap between HOMO and LUMO (spin up / spin down) comes out at 0.1390 / 0.1183 hartree.

```
61
C23H31AlN2O4 (ωB97M-V with the def2-TZVPD basis set)
Al 1.168 -0.495 -0.247
C 0.366 0.659 -2.603
C 1.482 0.949 -1.734
C 2.457 -0.135 -1.921
H 1.738 1.941 -1.342
C 1.967 -0.923 -3.026
C 0.667 -0.490 -3.343
H 0.038 -0.927 -4.126
H -0.513 1.300 -2.713
H 3.494 -0.108 -1.569
H 2.561 -1.637 -3.614
C -2.568 -0.965 -0.353
C -2.485 -1.069 -1.774
C -1.779 -2.265 -2.088
H -2.884 -0.358 -2.491
C -1.412 -2.873 -0.860
C -1.844 -2.047 0.215
H -1.669 -2.229 1.271
H -3.124 -0.225 0.204
H -1.552 -2.666 -3.074
H -0.936 -3.827 -0.764
O 1.119 -2.241 0.246
C 1.673 -3.919 -0.207
C 2.651 -3.688 0.950
C 2.044 -3.761 -1.636
C 0.691 -5.018 0.126
C 1.848 -2.550 1.544
H 3.620 -3.334 0.587
H 2.804 -4.512 1.649
H 1.087 -2.895 2.266
H 2.451 -1.710 1.934
H 2.923 -4.355 -1.912
H 2.250 -2.711 -1.862
H 1.209 -4.055 -2.281
H 1.199 -5.978 0.325
H 0.025 -5.213 -0.718
H 0.094 -4.759 1.006
C -2.662 4.507 2.707
C -2.458 3.204 1.961
C -0.996 2.987 1.482
C -0.430 4.231 0.732
C -1.287 4.770 -0.411
C -0.090 2.722 2.684
O -0.315 3.022 3.846
N 1.155 2.105 2.340
C 1.144 1.118 1.415
O 2.153 0.357 1.139
N 0.032 0.860 0.676
C -0.980 1.791 0.523
O -1.800 1.660 -0.376
H -1.921 4.593 3.509
H -3.659 4.504 3.158
H -2.586 5.377 2.044
H -2.707 2.355 2.617
H -3.123 3.141 1.088
H -0.280 5.022 1.483
H 0.568 3.965 0.352
H -2.041 5.488 -0.048
H -0.626 5.298 -1.117
H -1.796 3.953 -0.944
H 1.846 2.057 3.078
```

Atom charges from the Löwdin analysis, given in e for atoms 1 to 4:
1 Al 0.303
2 C -0.092
3 C -0.183
4 C -0.187

***

(2)
Formula: C23H31As2N3O5Ru
Source: the OMol25 dataset
Level of theory: ωB97M-V with the def2-TZVPD basis set

The max |F| is 0.53 eV/A. The value obtained for the relative energy (zero: lowest compared OMol25 entry of this formula, charge and spin) is 0.00 kJ/mol. The spin multiplicity is 2. As for the expectation value of S²: 0.7565. As for the charge: +1. The gap between HOMO and LUMO (spin up / spin down) comes out at 0.2851 / 0.2649 hartree.

```
65
C23H31As2N3O5Ru (ωB97M-V with the def2-TZVPD basis set)
Ru -0.048 0.051 0.578
O 2.437 -1.001 6.024
C 1.865 -0.740 4.846
C 1.499 0.550 4.446
C 0.910 0.704 3.214
N 0.682 -0.344 2.425
C 1.075 -1.568 2.766
C 1.662 -1.822 3.981
C 0.874 -2.556 1.646
O 1.029 -3.741 1.797
O 0.558 -1.976 0.506
C 0.543 2.037 2.584
O 0.738 3.072 3.164
O 0.037 1.930 1.370
H 2.533 -0.202 6.556
H 1.677 1.425 5.059
H 1.968 -2.823 4.248
C -2.249 2.900 -0.026
As -1.475 1.421 -1.010
C -0.905 2.299 -2.653
C -3.122 0.545 -1.535
C -4.079 1.136 -2.353
C -5.288 0.492 -2.565
C -5.548 -0.732 -1.960
C -4.596 -1.326 -1.147
C -3.382 -0.682 -0.935
As -1.895 -1.473 0.011
C -2.640 -2.466 1.495
C -1.435 -2.822 -1.301
H -2.919 3.427 -0.704
H -1.474 3.561 0.350
H -2.821 2.495 0.806
H -1.739 2.878 -3.045
H -0.604 1.559 -3.392
H -0.085 2.982 -2.451
H -3.896 2.096 -2.821
H -6.036 0.949 -3.200
H -6.496 -1.226 -2.129
H -4.804 -2.287 -0.691
H -3.228 -3.297 1.107
H -3.275 -1.809 2.086
H -1.836 -2.868 2.108
H -2.349 -3.367 -1.537
H -0.676 -3.490 -0.909
H -1.079 -2.319 -2.198
C 2.226 1.739 -0.791
C 3.554 1.852 -1.580
N 4.083 0.528 -1.886
C 4.323 -0.171 -0.629
C 3.007 -0.312 0.173
N 1.876 0.311 -0.575
C 1.772 -0.365 -1.894
C 3.105 -0.217 -2.670
H 1.406 2.190 -1.340
H 2.273 2.226 0.181
H 4.302 2.395 -1.002
H 3.404 2.395 -2.514
H 5.068 0.387 -0.061
H 4.744 -1.152 -0.850
H 3.066 0.183 1.145
H 2.757 -1.357 0.331
H 0.938 0.090 -2.429
H 1.520 -1.408 -1.700
H 2.947 0.307 -3.613
H 3.524 -1.195 -2.907
```

Atom charges from the Löwdin analysis, given in e for atoms 1 to 4:
1 Ru 0.984
2 O 0.120
3 C -0.260
4 C 0.098

***

(3)
Formula: C23H31BClCoN8Se
Source: the OMol25 dataset
Level of theory: ωB97M-V with the def2-TZVPD basis set

The max |F| is 5.98 eV/A. The value obtained for the relative energy (zero: lowest compared OMol25 entry of this formula, charge and spin) is 477.56 kJ/mol. The spin multiplicity is 5. As for the expectation value of S²: 6.0266. The gap between HOMO and LUMO (spin up / spin down) comes out at 0.2104 / 0.2337 hartree.

```
66
C23H31BClCoN8Se (ωB97M-V with the def2-TZVPD basis set)
Co 0.287 0.058 -0.164
C -2.140 -2.152 1.532
C -1.962 -2.014 0.058
C -2.673 -2.690 -0.921
C -2.151 -2.229 -2.112
C -2.569 -2.640 -3.488
N -1.188 -1.334 -1.823
N -1.059 -1.192 -0.515
B -0.278 -0.510 -2.696
N 1.152 -0.928 -2.291
N 1.491 -1.156 -1.026
C 2.771 -1.576 -1.016
C 3.529 -1.926 0.220
C 3.253 -1.641 -2.307
C 2.194 -1.238 -3.094
C 2.199 -1.162 -4.590
N -0.588 0.957 -2.325
N -0.811 1.337 -1.072
C -1.128 2.646 -1.093
C -1.439 3.454 0.122
C -1.131 3.106 -2.394
C -0.799 2.004 -3.153
C -0.696 1.973 -4.647
H -2.940 -2.887 1.762
H -2.417 -1.168 1.965
H -1.189 -2.498 1.989
H -3.463 -3.417 -0.783
H -3.384 -3.392 -3.438
H -1.702 -3.082 -4.022
H -2.931 -1.752 -4.046
H -0.447 -0.687 -3.862
H 2.889 -1.783 1.116
H 4.423 -1.273 0.306
H 3.853 -2.986 0.171
H 4.237 -1.953 -2.630
H 3.186 -1.475 -4.992
H 1.997 -0.120 -4.911
H 1.418 -1.835 -5.001
H -1.364 2.823 1.032
H -2.469 3.860 0.047
H -0.719 4.295 0.205
H -1.358 4.106 -2.741
H -0.922 2.973 -5.073
H -1.421 1.240 -5.057
H 0.332 1.683 -4.944
Cl 2.336 0.197 0.653
C 2.621 0.937 2.914
N 1.197 1.177 3.146
C 0.273 1.721 2.307
Se 0.598 2.282 0.685
N -0.956 1.785 2.873
C -0.794 1.265 4.102
C -1.749 1.095 5.102
C -1.324 0.520 6.315
C 0.026 0.136 6.493
C 0.965 0.323 5.461
C 0.511 0.895 4.271
H 2.927 1.264 1.899
H 2.838 -0.147 3.014
H 3.220 1.499 3.660
H -1.837 2.156 2.450
H -2.778 1.392 4.953
H -2.036 0.371 7.116
H 0.339 -0.305 7.431
H 1.999 0.031 5.590
H -0.249 -0.411 1.263
```

Atom charges from the Löwdin analysis, given in e for atoms 1 to 4:
1 Co 0.108
2 C -0.070
3 C -0.314
4 C 0.009

***

(4)
Formula: C23H31Br2N4OPTl
Source: the OMol25 dataset
Level of theory: ωB97M-V with the def2-TZVPD basis set

The max |F| is 2.23 eV/A. The spin multiplicity is 1. As for the charge: +3. The gap between HOMO and LUMO (spin up / spin down) comes out at 0.1624 / 0.2534 hartree.

```
63
C23H31Br2N4OPTl (ωB97M-V with the def2-TZVPD basis set)
Tl 0.410 -0.589 0.019
Br -1.087 2.023 4.437
C -0.231 0.351 4.517
C -0.263 -0.426 5.654
C 0.437 -1.629 5.715
Br 0.371 -2.620 7.314
C 1.188 -2.090 4.586
C 1.977 -3.255 4.579
C 2.660 -3.601 3.433
C 2.471 -2.837 2.280
N 1.739 -1.740 2.257
C 1.148 -1.332 3.389
C 0.458 -0.049 3.322
O 0.474 0.672 2.298
H -0.820 -0.093 6.517
H 2.046 -3.873 5.462
H 3.298 -4.470 3.410
H 2.935 -3.127 1.349
N 1.030 3.079 0.983
C 1.688 4.008 0.019
C 0.718 4.253 -1.129
C 0.417 2.975 -1.918
N -0.378 2.001 -1.119
C 1.710 2.325 -2.420
C 2.814 2.160 -1.367
N 2.575 0.946 -0.548
C 2.989 3.404 -0.489
H 0.166 3.485 1.353
H 1.619 2.831 1.782
H 0.777 2.211 0.468
H 1.902 4.948 0.534
H 1.171 4.973 -1.811
H -0.207 4.707 -0.764
H -0.161 3.281 -2.801
H -0.825 1.376 -1.786
H -1.147 2.506 -0.682
H 2.101 2.938 -3.231
H 1.479 1.346 -2.843
H 3.756 2.030 -1.913
H 3.131 1.003 0.301
H 2.954 0.156 -1.066
H 3.489 4.167 -1.085
H 3.662 3.176 0.340
C -1.654 -4.385 -2.352
P -1.203 -2.618 -2.527
C -0.850 -2.365 -4.302
C -2.711 -1.687 -2.117
C -3.115 -1.600 -0.783
C -4.339 -1.043 -0.466
C -5.152 -0.539 -1.474
C -4.725 -0.577 -2.792
C -3.497 -1.122 -3.121
H -2.452 -4.597 -3.069
H -2.016 -4.615 -1.351
H -0.806 -5.029 -2.579
H -1.583 -2.905 -4.904
H 0.137 -2.752 -4.550
H -0.874 -1.305 -4.550
H -2.480 -2.001 -0.003
H -4.665 -1.001 0.560
H -6.110 -0.105 -1.231
H -5.357 -0.194 -3.579
H -3.192 -1.159 -4.155
```

Atom charges from the Löwdin analysis, given in e for atoms 1 to 4:
1 Tl 0.931
2 Br 0.881
3 C -0.557
4 C -0.127

***

> Look up the max |F| of the first one.

5.35 eV/A

***

What did the third record say?
Formula: C23H31BClCoN8Se
Source: the OMol25 dataset
Level of theory: ωB97M-V with the def2-TZVPD basis set

The max |F| is 5.98 eV/A. The value obtained for the relative energy (zero: lowest compared OMol25 entry of this formula, charge and spin) is 477.56 kJ/mol. The spin multiplicity is 5. As for the expectation value of S²: 6.0266. The gap between HOMO and LUMO (spin up / spin down) comes out at 0.2104 / 0.2337 hartree.

```
66
C23H31BClCoN8Se (ωB97M-V with the def2-TZVPD basis set)
Co 0.287 0.058 -0.164
C -2.140 -2.152 1.532
C -1.962 -2.014 0.058
C -2.673 -2.690 -0.921
C -2.151 -2.229 -2.112
C -2.569 -2.640 -3.488
N -1.188 -1.334 -1.823
N -1.059 -1.192 -0.515
B -0.278 -0.510 -2.696
N 1.152 -0.928 -2.291
N 1.491 -1.156 -1.026
C 2.771 -1.576 -1.016
C 3.529 -1.926 0.220
C 3.253 -1.641 -2.307
C 2.194 -1.238 -3.094
C 2.199 -1.162 -4.590
N -0.588 0.957 -2.325
N -0.811 1.337 -1.072
C -1.128 2.646 -1.093
C -1.439 3.454 0.122
C -1.131 3.106 -2.394
C -0.799 2.004 -3.153
C -0.696 1.973 -4.647
H -2.940 -2.887 1.762
H -2.417 -1.168 1.965
H -1.189 -2.498 1.989
H -3.463 -3.417 -0.783
H -3.384 -3.392 -3.438
H -1.702 -3.082 -4.022
H -2.931 -1.752 -4.046
H -0.447 -0.687 -3.862
H 2.889 -1.783 1.116
H 4.423 -1.273 0.306
H 3.853 -2.986 0.171
H 4.237 -1.953 -2.630
H 3.186 -1.475 -4.992
H 1.997 -0.120 -4.911
H 1.418 -1.835 -5.001
H -1.364 2.823 1.032
H -2.469 3.860 0.047
H -0.719 4.295 0.205
H -1.358 4.106 -2.741
H -0.922 2.973 -5.073
H -1.421 1.240 -5.057
H 0.332 1.683 -4.944
Cl 2.336 0.197 0.653
C 2.621 0.937 2.914
N 1.197 1.177 3.146
C 0.273 1.721 2.307
Se 0.598 2.282 0.685
N -0.956 1.785 2.873
C -0.794 1.265 4.102
C -1.749 1.095 5.102
C -1.324 0.520 6.315
C 0.026 0.136 6.493
C 0.965 0.323 5.461
C 0.511 0.895 4.271
H 2.927 1.264 1.899
H 2.838 -0.147 3.014
H 3.220 1.499 3.660
H -1.837 2.156 2.450
H -2.778 1.392 4.953
H -2.036 0.371 7.116
H 0.339 -0.305 7.431
H 1.999 0.031 5.590
H -0.249 -0.411 1.263
```

Atom charges from the Löwdin analysis, given in e for atoms 1 to 4:
1 Co 0.108
2 C -0.070
3 C -0.314
4 C 0.009